Molecular formula: C40H32N4OP2PdSTe
Method: DFT, wB97M-V/def2-TZVPD

Last column: Löwdin charge in e.
CARTESIAN COORDINATES (ANGSTROEM)
1 Pd 1.77 0.15 -0.09  0.714
2 Te -2.77 -1.23 1.62  1.351
3 C -4.38 0.05 0.96  -0.517
4 C -5.16 -0.26 -0.13  -0.130
5 C -6.20 0.60 -0.46  -0.139
6 N -6.46 1.70 0.24  0.072
7 C -5.72 1.99 1.30  -0.130
8 C -4.66 1.18 1.71  -0.120
9 C -1.22 -0.04 0.83  -0.891
10 P -0.45 -0.47 -0.73  0.951
11 C -1.65 0.02 -1.99  -0.357
12 C -1.67 -0.59 -3.24  -0.103
13 C -2.59 -0.18 -4.19  -0.049
14 C -3.46 0.88 -3.91  -0.034
15 C -3.42 1.50 -2.68  -0.048
16 C -2.52 1.08 -1.71  -0.091
17 C -0.36 -2.29 -0.83  -0.372
18 C -1.50 -3.05 -1.11  -0.131
19 C -1.42 -4.43 -1.11  -0.048
20 C -0.22 -5.06 -0.82  -0.051
21 C 0.91 -4.31 -0.53  -0.066
22 C 0.85 -2.93 -0.54  -0.122
23 P 0.04 0.30 2.00  0.639
24 C -0.74 0.80 3.54  -0.348
25 C -0.78 -0.05 4.64  -0.111
26 C -1.48 0.34 5.77  -0.045
27 C -2.16 1.54 5.78  -0.036
28 C -2.13 2.39 4.68  -0.049
29 C -1.41 2.02 3.55  -0.076
30 C 0.92 1.76 1.32  -0.406
31 C 2.19 2.05 1.86  -0.100
32 C 2.85 3.22 1.49  -0.046
33 C 2.26 4.09 0.58  -0.032
34 C 1.01 3.80 0.03  -0.043
35 C 0.34 2.64 0.39  -0.089
36 H -4.99 -1.15 -0.72  0.097
37 H -6.85 0.40 -1.30  0.114
38 H -5.99 2.88 1.85  0.112
39 H -4.10 1.44 2.60  0.077
40 H -0.98 -1.40 -3.46  0.110
41 H -2.64 -0.67 -5.15  0.117
42 H -4.16 1.21 -4.66  0.121
43 H -4.09 2.32 -2.46  0.121
44 H -2.51 1.53 -0.73  0.086
45 H -2.43 -2.56 -1.34  0.088
46 H -2.30 -5.02 -1.34  0.119
47 H -0.17 -6.14 -0.82  0.117
48 H 1.85 -4.81 -0.31  0.111
49 H 1.73 -2.34 -0.31  0.057
50 H -0.26 -1.00 4.62  0.068
51 H -1.50 -0.30 6.64  0.120
52 H -2.73 1.84 6.66  0.121
53 H -2.65 3.33 4.70  0.121
54 H -1.37 2.67 2.69  0.115
55 H 2.61 1.40 2.61  0.082
56 H 3.80 3.46 1.93  0.121
57 H 2.77 5.00 0.31  0.123
58 H 0.56 4.49 -0.66  0.121
59 H -0.65 2.44 0.00  0.087
60 C 1.81 -0.37 -4.50  -0.018
61 C 2.92 -1.19 -4.68  -0.004
62 C 3.80 -1.36 -3.63  0.023
63 C 3.55 -0.74 -2.42  -0.205
64 N 2.45 0.00 -2.24  0.041
65 C 1.60 0.19 -3.25  -0.121
66 C 4.48 -0.81 -1.28  -0.208
67 C 5.83 -1.10 -1.43  0.021
68 C 6.65 -1.11 -0.31  -0.010
69 C 6.10 -0.80 0.93  -0.012
70 C 4.75 -0.51 0.99  -0.105
71 N 3.95 -0.53 -0.08  0.033
72 H 1.12 -0.18 -5.31  0.124
73 H 3.09 -1.67 -5.63  0.129
74 H 4.68 -1.99 -3.75  0.124
75 H 0.75 0.82 -3.06  0.103
76 H 6.24 -1.29 -2.40  0.123
77 H 7.70 -1.34 -0.41  0.129
78 H 6.70 -0.77 1.82  0.124
79 H 4.29 -0.28 1.94  0.071
80 O 2.97 -0.66 3.71  -0.424
81 S 1.89 -1.55 3.33  1.037
82 N 1.06 -0.97 2.07  -0.448

Properties
HOMO level in eV: -12.43
ΔE to the lowest compared entry with this formula, charge and spin in kcal per mole: 41.5
Lowest unoccupied orbital energy in eV: -8.138
HOMO-LUMO gap in eV: 4.29
Electronic energy in eV: -90177.3070
Charge: +2

---

Molecular formula: C35H39AsMgNO3SbTe
Method: DFT, wB97M-V/def2-TZVPD

Last column: Löwdin charge in e.
CARTESIAN COORDINATES (ANGSTROEM)
1 Mg -0.62 -0.17 0.68  0.299
2 N -1.03 -3.51 -2.59  0.207
3 C -2.10 -2.56 -2.14  -0.008
4 C -1.50 -1.72 -1.02  -0.647
5 O -2.22 -0.88 -0.44  -0.015
6 O -0.29 -1.90 -0.75  -0.052
7 H -1.22 -4.47 -2.31  0.176
8 H -0.16 -3.17 -2.10  0.161
9 H -0.89 -3.49 -3.60  0.165
10 H -2.99 -3.10 -1.82  0.151
11 H -2.35 -1.91 -2.97  0.120
12 Te 0.44 -1.07 3.03  1.477
13 C 0.66 -3.15 2.75  -0.511
14 C -0.42 -3.95 2.38  -0.132
15 C -0.23 -5.32 2.23  -0.074
16 C 1.02 -5.88 2.44  -0.065
17 C 2.09 -5.07 2.81  -0.065
18 C 1.91 -3.71 2.98  -0.142
19 C -1.40 -1.03 4.06  -0.525
20 C -1.36 -0.89 5.44  -0.128
21 C -2.56 -0.83 6.15  -0.058
22 C -3.77 -0.91 5.48  -0.054
23 C -3.80 -1.05 4.10  -0.062
24 C -2.61 -1.10 3.38  -0.169
25 H -1.40 -3.52 2.24  0.095
26 H -1.07 -5.95 1.98  0.110
27 H 1.16 -6.94 2.33  0.114
28 H 3.06 -5.51 2.99  0.115
29 H 2.74 -3.09 3.30  0.097
30 H -0.42 -0.82 5.97  0.101
31 H -2.53 -0.72 7.22  0.118
32 H -4.69 -0.87 6.04  0.117
33 H -4.74 -1.10 3.58  0.116
34 H -2.65 -1.20 2.30  0.076
35 C -1.76 4.11 0.83  -0.297
36 Sb -1.59 2.32 1.96  1.324
37 C 0.40 2.72 2.68  -0.313
38 C -2.58 2.93 3.74  -0.294
39 H -1.56 4.94 1.51  0.018
40 H -2.75 4.22 0.40  0.010
41 H -1.02 4.10 0.03  -0.007
42 H 0.48 3.79 2.85  0.017
43 H 1.15 2.41 1.95  -0.005
44 H 0.58 2.21 3.63  -0.002
45 H -2.04 3.79 4.14  0.019
46 H -2.59 2.12 4.46  -0.006
47 H -3.61 3.22 3.52  0.013
48 O 0.24 1.09 -0.43  -0.560
49 As 1.05 1.26 -1.89  1.269
50 C 2.69 0.30 -1.87  -0.316
51 C 2.88 -0.70 -0.92  -0.083
52 C 4.06 -1.43 -0.91  -0.055
53 C 5.04 -1.16 -1.85  -0.049
54 C 4.85 -0.16 -2.80  -0.051
55 C 3.68 0.57 -2.81  -0.097
56 C -0.08 0.55 -3.27  -0.289
57 C -1.42 0.91 -3.29  -0.100
58 C -2.25 0.44 -4.29  -0.066
59 C -1.74 -0.41 -5.27  -0.070
60 C -0.41 -0.79 -5.23  -0.076
61 C 0.43 -0.30 -4.24  -0.081
62 C 1.40 3.10 -2.21  -0.305
63 C 0.46 3.89 -2.87  -0.087
64 C 0.70 5.25 -3.02  -0.055
65 C 1.87 5.81 -2.53  -0.047
66 C 2.81 5.02 -1.88  -0.052
67 C 2.58 3.66 -1.71  -0.088
68 H 2.10 -0.91 -0.18  0.079
69 H 4.21 -2.20 -0.17  0.112
70 H 5.97 -1.72 -1.84  0.118
71 H 5.63 0.05 -3.52  0.118
72 H 3.54 1.36 -3.55  0.117
73 H -1.83 1.55 -2.51  0.118
74 H -3.29 0.74 -4.32  0.121
75 H -2.38 -0.76 -6.07  0.118
76 H -0.01 -1.44 -6.00  0.114
77 H 1.48 -0.59 -4.22  0.104
78 H -0.45 3.46 -3.27  0.097
79 H -0.02 5.87 -3.54  0.116
80 H 2.06 6.87 -2.66  0.118
81 H 3.72 5.46 -1.49  0.117
82 H 3.31 3.05 -1.20  0.111

Properties
HOMO level in eV: -13.18
ΔE to the lowest compared entry with this formula, charge and spin in kcal per mole: 0.0
Lowest unoccupied orbital energy in eV: -4.883
HOMO-LUMO gap in eV: 8.29
Electronic energy in eV: -124664.0496
Charge: +2

---

Molecular formula: C8H7Br9F8O
Method: DFT, wB97M-V/def2-TZVPD

Last column: Löwdin spin population.
CARTESIAN COORDINATES (ANGSTROEM)
1 C 3.07 3.91 -0.34  0.000
2 C 1.82 4.59 0.31  0.000
3 C 2.05 6.18 0.10  0.000
4 F 0.88 6.80 0.21  0.000
5 F 2.97 6.76 0.91  0.000
6 F 0.62 4.18 -0.17  0.000
7 F 1.79 4.34 1.65  0.000
8 O 2.99 2.48 -0.11  0.000
9 C 3.04 1.68 -1.33  0.000
10 C 2.51 0.27 -0.96  0.000
11 F 1.23 0.21 -0.75  0.000
12 F 2.72 -0.73 -1.80  0.000
13 F 2.40 2.24 -2.36  0.000
14 F 4.32 1.66 -1.60  0.000
15 H 3.94 4.28 0.21  0.000
16 H 3.22 4.05 -1.41  0.000
17 H 2.25 6.32 -0.96  0.000
18 H 2.99 0.02 -0.02  0.000
19 C -2.30 -2.19 3.33  0.001
20 Br -0.82 -1.26 4.22  0.001
21 Br -3.91 -1.07 3.07  0.007
22 Br -2.87 -3.87 4.16  0.008
23 H -1.81 -2.49 2.41  0.000
24 C -1.41 -3.61 -0.21  0.003
25 Br -0.64 -5.15 0.78  0.001
26 Br -1.44 -4.22 -2.08  0.004
27 Br -0.24 -2.09 0.07  0.002
28 H -2.43 -3.34 0.06  0.006
29 C -5.53 -6.06 -1.40  0.253
30 Br -5.37 -5.06 -3.14  0.209
31 Br -4.90 -4.89 0.05  0.234
32 Br -4.53 -7.77 -1.55  0.255
33 H -6.61 -6.19 -1.31  0.017

Properties
HOMO level (spin up / spin down) in eV: -0.99 / -5.55
Lowest unoccupied orbital energy (spin up / spin down) in eV: 1.709 / 1.710
HOMO-LUMO gap (spin up / spin down) in eV: 2.70 / 7.26
Electronic energy in eV: -662577.6198
Multiplicity: 2
Charge: -1